## P
{"formula": "C3H10NS", "method": "ωB97M-V/def2-TZVPD", "elements": ["C", "C", "C", "N", "S", "H", "H", "H", "H", "H", "H", "H", "H", "H", "H"], "positions_angstrom": [[1.07771, 1.22802, -0.32248], [0.37663, -1.32409, -0.25733], [-1.14815, 0.45088, 0.51383], [-0.00631, 0.19737, -0.38376], [-2.83418, -0.18141, -0.10141], [1.00486, 1.78267, 0.66151], [1.99913, 0.71686, -0.62964], [0.82505, 1.99863, -1.16222], [1.19910, -1.55049, 0.39354], [-0.64179, -1.79505, -0.20631], [0.90475, -1.62175, -1.20887], [-1.21970, 1.47309, 0.61010], [-0.71074, -0.09456, 1.63511], [-0.38900, 0.15638, -1.27268], [-2.75885, -1.55354, 0.37809]], "homo_ev": -14.20, "charge": 1, "multiplicity": 1, "e_lumo_ev": -3.421}

***

## Q
{"formula": "C3H10NS", "method": "ωB97M-V/def2-TZVPD", "elements": ["C", "N", "H", "H", "H", "H", "C", "S", "C", "H", "H", "H", "H", "H", "H"], "positions_angstrom": [[-1.26970, 0.20993, 0.62062], [-1.92540, -0.10041, -0.59748], [-1.36954, 1.25349, 0.91933], [-1.58440, -0.46761, 1.40489], [-2.06231, 0.69012, -1.20129], [-2.76756, -0.61289, -0.39859], [0.84849, 1.19571, -0.97144], [0.65847, 0.18613, 0.52434], [1.03448, -1.53724, 0.14068], [1.11276, 0.59091, -1.84303], [1.66577, 1.89158, -0.83276], [-0.14400, 1.52516, -1.23379], [0.56132, -2.12767, 0.92000], [0.66927, -1.79921, -0.84580], [2.11108, -1.59809, 0.28472]], "homo_ev": -14.45, "charge": 1, "multiplicity": 1, "e_lumo_ev": -3.221}

***

On energetic grounds, Q is preferred over the next structure by 1.446 eV.